(1)
A cluster of 2 separate species, C6H12N2O in total in a non-equilibrium geometry, computed with wB97M-V/def2-TZVPD.

Structure (XYZ):
```
21
Properties=species:S:1:pos:R:3:nbo_charge:R:1
C -1.76487 1.07450 -1.87092 -0.657
N -0.23736 1.95120 -0.03828 -0.454
H 1.88977 -3.28857 0.13339 0.202
H -1.87530 1.34076 2.61515 0.414
O 2.59308 -1.04302 -1.22001 -0.712
H 0.89463 -2.31461 1.37858 0.210
C 1.37539 -2.34964 0.39615 -0.643
C -1.32062 1.23126 -0.46432 0.103
H 0.35772 2.45848 1.92577 0.200
H -2.25472 0.13493 -2.23718 0.224
H -2.57098 1.82967 -1.93964 0.218
N -1.49004 1.37952 1.68698 -0.507
H 3.20622 -1.24281 0.73279 0.153
C -0.32980 1.93636 1.30133 0.147
C 2.25290 -1.12169 0.17970 -0.073
C -2.09034 0.77931 0.59625 -0.145
H 3.24552 -1.74468 -1.29001 0.452
H 0.48465 -2.31054 -0.22771 0.216
H -2.95307 0.14608 0.65929 0.219
H -1.17023 1.32663 -2.76379 0.238
H 1.75745 -0.17313 0.44649 0.194
```

Results
- charge = 0
- E_LUMO (eV) = 0.83
- orbital gap (eV) = 9.29
- relative energy (zero: lowest compared OMol25 entry of this formula, charge and spin) (kcal per mole) = 31.86


(2)
A structure of composition C6H12N2O in a non-equilibrium geometry, computed with wB97M-V/def2-TZVPD.

Structure (XYZ):
```
21
Properties=species:S:1:pos:R:3:nbo_charge:R:1
C 2.32376 0.21978 1.24464 -0.621
H -2.06812 1.59215 -0.12171 0.276
C 0.90637 1.34716 -0.38463 0.120
H -4.07183 0.89310 0.10756 0.204
C -2.91361 0.73966 -0.24366 -0.319
H 2.88122 1.21733 1.87999 0.220
O -2.53305 -0.53858 0.44965 -0.531
H -1.53012 -2.10435 0.41479 0.172
H 1.23723 -0.95251 -2.04293 0.216
H 2.83442 0.94406 -0.64992 0.203
C 1.93904 -1.14371 -1.03565 -0.615
H 0.89856 2.21881 -1.01965 0.203
H 3.15463 -0.65164 1.15720 0.206
H 1.40888 -0.16127 1.83018 0.231
C -1.32832 -1.08556 0.25942 0.452
C 2.08872 0.31600 -0.25160 -0.300
H 1.22096 -1.60313 -0.38627 0.250
H -3.13323 0.41266 -1.53126 0.169
N -0.29628 0.78985 -0.13438 -0.334
N -0.21871 -0.54442 0.17164 -0.413
H 2.94106 -1.57464 -1.02710 0.211
```

Results
- charge = 0
- E_LUMO (eV) = 0.42
- orbital gap (eV) = 8.95
- relative energy (zero: lowest compared OMol25 entry of this formula, charge and spin) (kcal per mole) = 166.10


(3)
The molecule C6H12N2O in a non-equilibrium geometry, computed with wB97M-V/def2-TZVPD.

Structure (XYZ):
```
21
Properties=species:S:1:pos:R:3:nbo_charge:R:1
H 2.49745 -0.84982 -1.09032 0.190
H -3.62107 -0.76125 0.21619 0.205
H -0.74829 1.15993 1.75711 0.228
C 0.20592 1.16891 -1.32901 -0.030
H 0.65093 0.93249 -2.30077 0.171
C -2.54670 -0.78869 0.20386 -0.521
H -0.34537 2.12168 -1.38246 0.162
C -1.85738 0.02098 -0.60840 0.006
N 1.23845 1.18219 -0.26056 -0.678
H 0.89316 1.09676 2.40705 0.224
H -2.38784 0.74504 -1.22476 0.184
C 0.63430 0.12780 0.50807 0.612
C 0.13270 0.52510 1.87584 -0.662
H 1.03421 -1.85909 -1.27138 0.194
H -0.14793 -0.34384 2.46277 0.237
C 1.85315 -1.58275 -0.59639 -0.266
N -0.49494 0.05929 -0.74657 -0.496
H -2.05598 -1.51957 0.82013 0.196
H 2.41263 -2.46346 -0.28891 0.196
H 1.32883 2.06194 0.24149 0.372
O 1.32375 -1.03364 0.60701 -0.523
```

Results
- charge = 0
- E_LUMO (eV) = 1.05
- orbital gap (eV) = 8.87
- relative energy (zero: lowest compared OMol25 entry of this formula, charge and spin) (kcal per mole) = 57.46


(4)
A cluster of 2 separate species, C6H12N2O2 in total in a non-equilibrium geometry, computed with wB97M-V/def2-TZVPD.

Structure (XYZ):
```
22
Properties=species:S:1:pos:R:3:nbo_charge:R:1
H 0.29520 -2.76498 0.41859 0.205
N 1.67975 -1.22340 0.24899 -0.625
H -1.24247 1.96112 -1.87114 0.384
C -2.11112 -1.38360 0.52312 -0.604
C 0.34308 -1.73745 0.03662 -0.202
C 1.95414 0.11802 0.17629 0.630
H -2.19413 -2.42136 0.87278 0.212
H -2.48620 0.87844 -1.58498 0.378
C -0.48823 0.58433 0.37963 0.500
N -1.47516 0.99804 -1.63689 -1.016
C -0.69133 -0.87844 0.75673 -0.305
H -0.97826 1.83717 1.76332 0.497
H -2.84828 -0.78153 1.06841 0.230
O 3.13708 0.50521 0.10001 -0.649
H -0.48380 -0.93788 1.83917 0.224
H 0.09669 -1.77665 -1.04092 0.167
H 2.45767 -1.82907 0.02153 0.403
H -1.07129 0.36325 -2.32231 0.376
H 1.04987 2.09196 0.22708 0.223
O -1.39494 1.37405 1.02883 -0.738
H -2.36800 -1.37784 -0.54593 0.198
C 0.83472 1.02266 0.27757 -0.488
```

Results
- charge = 0
- E_LUMO (eV) = 0.51
- orbital gap (eV) = 8.74
- relative energy (zero: lowest compared OMol25 entry of this formula, charge and spin) (kcal per mole) = 29.50


(5)
The molecule C6H12N2O2 in a non-equilibrium geometry, computed with wB97M-V/def2-TZVPD.

Structure (XYZ):
```
22
Properties=species:S:1:pos:R:3:nbo_charge:R:1
C -1.46804 0.94459 -0.12377 -0.645
O -0.17574 0.54127 -2.83643 -0.591
H 1.21283 2.08833 2.13835 0.195
H -2.09242 -1.75867 -0.02855 0.212
H 2.08668 0.63589 -0.77018 0.431
H -0.41236 1.47423 2.12980 0.176
H -2.18399 0.14931 -0.29152 0.226
C -1.03604 -2.08876 -0.40075 -0.654
C 0.62749 1.20749 2.01467 -0.240
H -1.14387 -1.99128 -1.48339 0.232
H 1.41262 -1.21994 1.45476 0.336
O 0.92912 0.94455 0.64719 -0.587
C -0.11547 0.25254 -0.12372 0.142
C 0.50254 0.36694 -1.86565 0.725
N 0.73996 -1.70865 1.00109 -0.638
H -1.52457 1.78927 -0.79090 0.239
H -1.69341 1.27317 0.89089 0.207
C -0.09359 -1.18083 0.19693 0.243
H 0.97509 0.44215 2.63352 0.176
H 2.45105 0.59202 -2.47803 0.399
H -0.79843 -3.08494 -0.20893 0.245
N 1.80054 0.33130 -1.70537 -0.830
```

Results
- charge = 0
- E_LUMO (eV) = 0.75
- orbital gap (eV) = 9.83
- relative energy (zero: lowest compared OMol25 entry of this formula, charge and spin) (kcal per mole) = 54.85


(6)
The molecule C6H12N2O3 in a non-equilibrium geometry, computed with wB97M-V/def2-TZVPD.

Structure (XYZ):
```
23
Properties=species:S:1:pos:R:3:nbo_charge:R:1
C -0.08843 0.88175 -1.95177 -0.082
H -1.54182 0.14451 -3.26939 0.210
O -0.69202 0.18265 -0.77459 -0.538
C -0.49812 0.08857 -3.15508 -0.609
O -0.14973 -0.41905 3.66207 -0.649
H -0.24708 -0.89863 -2.88330 0.210
H 2.04974 1.30636 0.50556 0.214
C 0.99563 1.36285 0.78842 -0.247
H -0.83379 -2.68820 1.24304 0.195
H 1.36699 1.49645 3.00415 0.414
N 0.94588 0.99963 2.23960 -0.621
H 0.49763 2.27104 0.60442 0.200
C 0.21496 -0.09319 0.23004 0.700
C 0.14413 0.02569 2.56189 0.793
H 1.07244 -1.71322 -0.44484 0.465
H 0.09342 0.48649 -4.10139 0.207
H -2.13187 -1.44331 0.77642 0.213
O 1.32421 -0.88438 -0.26097 -0.742
C -1.20134 -1.73511 1.39284 -0.446
N -0.43652 -0.51653 1.36176 -0.514
H -1.52793 -1.74548 2.54292 0.256
H -0.36088 1.91807 -2.11021 0.179
H 1.00450 0.97306 -1.96157 0.191
```

Results
- charge = 0
- E_LUMO (eV) = 0.74
- orbital gap (eV) = 10.22
- relative energy (zero: lowest compared OMol25 entry of this formula, charge and spin) (kcal per mole) = 56.77


(7)
The molecule C6H12N2O3S in a non-equilibrium geometry, computed with wB97M-V/def2-TZVPD.

Structure (XYZ):
```
24
Properties=species:S:1:pos:R:3:nbo_charge:R:1
H 0.04775 -2.66993 -0.62920 0.235
N 0.31497 1.92498 1.33422 -0.855
C -2.42511 -0.61781 -1.51598 0.808
H 0.55872 2.85579 1.68636 0.369
H -3.80494 0.64995 -1.25953 0.505
H 0.04720 1.42208 2.23502 0.370
C 1.03853 0.26531 -0.38231 0.666
H -0.48141 -1.03162 -2.28703 0.248
C 1.45244 1.39400 0.52460 -0.144
O 1.77680 -0.56775 -0.87734 -0.639
C -0.88545 -2.20900 -0.67072 -0.461
S -1.51518 -2.18664 1.13042 -0.090
C -0.90785 -0.85564 -1.30437 -0.179
N -0.27869 0.17097 -0.55795 -0.619
H 2.57065 0.21999 2.03318 0.210
H 3.44998 0.52045 0.65347 0.241
H -0.34822 -1.72714 1.59835 0.121
O -3.20759 -1.31501 -2.09611 -0.584
C 2.74554 1.00439 1.28567 -0.630
H 3.36684 1.84063 1.70362 0.213
H -1.59509 -2.86743 -1.22244 0.248
H 1.66377 2.21985 -0.09703 0.217
H -0.80714 0.91731 -0.16703 0.448
O -2.77652 0.64225 -1.11784 -0.697
```

Results
- charge = 0
- E_LUMO (eV) = 0.53
- orbital gap (eV) = 9.89
- relative energy (zero: lowest compared OMol25 entry of this formula, charge and spin) (kcal per mole) = 19.70


(8)
The molecule C6H12N2O4 in a non-equilibrium geometry, computed with wB97M-V/def2-TZVPD.

Structure (XYZ):
```
24
Properties=species:S:1:pos:R:3:nbo_charge:R:1
C 1.00220 -0.99616 -2.12119 0.873
H -1.21138 -0.23120 -2.71393 0.347
H 2.56011 -0.54684 0.58732 0.187
H 1.04762 -1.86768 1.80336 0.225
H -0.04779 -2.04519 0.44769 0.226
H -2.40908 2.78465 2.05964 0.242
O -0.83280 -0.14094 2.37797 -0.532
C 0.03061 -0.04766 1.23218 -0.068
O 1.52018 -0.32745 -1.11934 -0.487
H 1.02015 -0.65378 -4.09445 0.369
N 0.75544 -0.18290 -3.24435 -0.531
C 0.66601 -1.38045 0.91537 -0.445
H -0.57887 0.22404 0.37590 0.171
H -0.89078 2.63219 2.93303 0.240
H -0.63767 1.25537 -3.19433 0.355
C 1.86082 -1.13721 0.01122 -0.073
O 0.77491 -2.14441 -2.10777 -0.590
H 2.36870 -2.05217 -0.25530 0.210
H 0.79516 0.71563 1.33590 0.172
C -1.48576 2.23563 2.11885 -0.744
N -0.58880 0.26114 -3.34063 -0.656
O -2.92533 0.44522 2.46562 -0.525
H -0.95777 2.40430 1.19354 0.230
C -1.83590 0.79588 2.33370 0.803
```

Results
- charge = 0
- E_LUMO (eV) = 0.62
- orbital gap (eV) = 10.13
- relative energy (zero: lowest compared OMol25 entry of this formula, charge and spin) (kcal per mole) = 51.03